Computed, not measured: an isolated ion of composition C7H12N3 and charge +1, with wB97M-V/def2-TZVPD.

The geometry in XYZ format:
```
22
Properties=species:S:1:pos:R:3:nbo_charge:R:1
C 0.25 1.63 1.90 -0.33
C 1.22 0.60 2.00 0.21
C -0.90 1.35 1.16 0.18
C -1.09 0.07 0.47 -0.56
C 0.26 -0.65 0.36 0.52
C -1.85 2.45 0.97 -0.68
C 1.35 -2.12 -2.72 -0.43
N 1.24 -0.47 1.28 -0.48
N 0.64 -1.43 -0.65 -0.33
N 0.29 -2.21 -1.79 -0.39
H 0.57 2.49 2.57 0.26
H 2.01 0.74 2.66 0.21
H -1.59 0.13 -0.55 0.28
H -1.94 -0.55 1.07 0.32
H -2.52 2.72 1.82 0.27
H -2.49 2.32 0.14 0.23
H -1.21 3.32 0.81 0.26
H 2.24 -2.50 -2.29 0.21
H 1.13 -2.74 -3.62 0.24
H 1.53 -1.12 -3.06 0.20
H 1.46 -2.05 -0.38 0.44
H -0.59 -1.99 -2.16 0.38
```

Output
F_max in eV/Å: 3.47
LUMO energy (spin up / spin down) in eV: -4.98 / -4.98
HOMO-LUMO gap (spin up / spin down) in Eh: 0.2932 / 0.2932
Calculated total energy in hartree: -437.8452
HOMO level (spin up / spin down) in eV: -12.954 / -12.954
SMILES string: CN/[NH+]=C1\CC(C)=CC=N1
Relative energy (zero: lowest compared OMol25 entry of this formula, charge and spin) in kcal per mole: 96.1
Net charge: +1

=====

Computed, not measured: a 2-piece molecular cluster, C7H12N3 overall, with wB97M-V/def2-TZVPD.

The geometry in XYZ format:
```
22
Properties=species:S:1:pos:R:3:nbo_charge:R:1
C -0.36 1.93 2.92 -0.07
C -0.42 1.71 1.56 -0.19
C -0.50 -0.22 2.68 0.13
C -1.74 -1.03 -0.97 -0.44
C -0.69 -0.42 -0.60 0.38
C 1.57 -0.96 -0.51 -0.44
C 0.78 -0.18 -2.69 -0.39
N -0.41 0.71 3.59 -0.39
N -0.48 0.35 1.41 -0.38
N 0.60 -0.11 -1.08 -0.43
H -0.53 2.80 3.44 0.22
H -0.57 2.51 0.83 0.23
H -0.71 -1.25 2.57 0.20
H -2.06 -1.32 -2.04 0.29
H -2.66 -1.03 -0.29 0.31
H 1.29 -1.98 -0.81 0.23
H 2.60 -0.68 -0.67 0.26
H 1.47 -0.98 0.57 0.26
H 0.59 -1.18 -3.05 0.24
H -0.08 0.35 -3.00 0.23
H 1.67 0.16 -3.17 0.27
H 0.66 0.83 -0.70 0.47
```

Output
F_max in eV/Å: 4.35
LUMO energy in eV: -5.33
HOMO-LUMO gap in Eh: 0.2475
Calculated total energy in hartree: -437.7272
HOMO level in eV: -12.067
Relative energy (zero: lowest compared OMol25 entry of this formula, charge and spin) in kcal per mole: 170.1
Net charge: +1

=====

Computed, not measured: an isolated ion of composition C7H12N3 and charge +1, with wB97M-V/def2-TZVPD.

The geometry in XYZ format:
```
22
Properties=species:S:1:pos:R:3:nbo_charge:R:1
C -0.88 2.33 -0.16 0.48
C -2.02 1.69 -0.73 0.10
C 0.67 0.64 0.45 0.42
C 2.69 1.99 -0.23 -0.62
C -0.10 -1.56 1.01 -0.42
C -3.32 -0.17 -0.08 -0.44
C 2.19 0.58 0.15 -0.49
N 0.12 1.91 0.39 -0.30
N -0.22 -0.16 0.80 -0.38
N -2.45 0.89 0.17 -0.40
H 2.23 2.39 -1.21 0.24
H 3.82 1.99 -0.18 0.26
H 2.38 2.53 0.66 0.21
H -0.98 -2.03 0.51 0.22
H 0.81 -1.91 0.64 0.21
H -0.20 -1.69 2.07 0.24
H -2.87 -1.03 0.53 0.23
H -4.45 0.07 0.14 0.26
H -3.24 -0.29 -1.14 0.24
H 2.71 0.00 0.97 0.26
H 2.33 0.00 -0.86 0.25
H -2.38 1.21 1.15 0.43
```

Output
F_max in eV/Å: 6.84
LUMO energy (spin up / spin down) in eV: -6.12 / -6.12
HOMO-LUMO gap (spin up / spin down) in Eh: 0.2923 / 0.2923
Calculated total energy in hartree: -437.7201
HOMO level (spin up / spin down) in eV: -14.074 / -14.075
SMILES string: CC/C(N=C=C=[NH+]C)=N\C
Relative energy (zero: lowest compared OMol25 entry of this formula, charge and spin) in kcal per mole: 174.6
Net charge: +1

=====

Computed, not measured: an isolated ion of composition C7H12N3O and charge +1, with wB97M-V/def2-TZVPD.

The geometry in XYZ format:
```
23
Properties=species:S:1:pos:R:3:nbo_charge:R:1
C -1.25 0.50 -0.02 -0.23
C -2.37 0.88 -0.76 0.17
C -1.74 -0.64 0.67 0.23
C 0.11 1.17 0.15 -0.23
C 1.60 -0.19 -1.31 -0.09
C 0.79 -0.90 -2.08 -0.32
C 2.33 0.48 0.89 -0.43
N -3.04 -0.83 0.41 -0.11
N -1.20 -1.25 1.82 -0.86
N 1.20 0.11 0.07 -0.37
O -3.41 0.10 -0.46 -0.21
H 0.37 1.90 -0.64 0.25
H -0.01 1.50 1.20 0.26
H 2.43 0.31 -1.72 0.24
H -0.13 -1.22 -1.50 0.20
H 0.69 -1.00 -3.20 0.27
H -2.39 1.66 -1.48 0.22
H 2.76 -0.32 1.49 0.25
H 3.09 0.86 0.30 0.23
H 2.11 1.18 1.72 0.25
H -2.04 -1.51 2.37 0.42
H -0.60 -2.13 1.60 0.38
H 0.69 -0.66 0.46 0.45
```

Output
F_max in eV/Å: 3.13
LUMO energy in eV: -3.24
HOMO-LUMO gap in Eh: 0.3751
Calculated total energy in hartree: -513.0599
HOMO level in eV: -13.449
SMILES string: C=C[N@@H+](C)Cc1conc1N
Relative energy (zero: lowest compared OMol25 entry of this formula, charge and spin) in kcal per mole: 96.9
Net charge: +1